Entry 1:
Below is a cluster of 10 separate species, C10H40O10 in total at a distorted geometry, with properties calculated with ωB97M-V/def2-TZVPD.

- HOMO energy: -0.36870 Ha
- E_LUMO: 0.122 eV
- ΔE to the lowest compared entry with this formula, charge and spin: 121.7 kcal/mol
- SMILES string: CO.CO.CO.CO.CO.CO.CO.CO.CO.CO

Geometry (Å):
1 C 11.4015 4.7893 -15.2173
2 O 10.3387 4.1637 -15.9646
3 H 11.1903 5.8453 -15.0489
4 H 11.3991 4.2533 -14.2682
5 H 12.3651 4.5813 -15.6824
6 H 10.5942 3.2494 -16.1070
7 C 2.8821 5.4081 -12.0287
8 O 3.1325 5.6178 -13.3986
9 H 3.6193 5.9525 -11.4385
10 H 1.8769 5.7464 -11.7774
11 H 2.9742 4.3534 -11.7693
12 H 4.0303 5.3271 -13.5750
13 C 5.6340 0.6680 -17.2824
14 O 5.3725 0.5462 -18.6830
15 H 5.6147 -0.1955 -16.6176
16 H 6.6160 1.1115 -17.1179
17 H 4.8931 1.3627 -16.8868
18 H 4.9988 1.3581 -19.0335
19 C 6.8897 3.3648 -13.0200
20 O 6.8341 4.2499 -14.1521
21 H 7.8598 2.8730 -13.0914
22 H 6.8532 3.9441 -12.0974
23 H 6.1262 2.5928 -13.1156
24 H 7.6588 4.1881 -14.6397
25 C 2.2273 0.1710 -9.7467
26 O 0.8464 -0.0129 -9.9497
27 H 2.2480 0.5909 -8.7411
28 H 2.7602 -0.7798 -9.7530
29 H 2.6995 0.9564 -10.3369
30 H 0.8200 -0.7308 -10.5864
31 C 8.1961 -1.8111 -13.0819
32 O 6.8602 -1.6013 -12.6897
33 H 8.4083 -2.8607 -13.2857
34 H 8.4209 -1.2708 -14.0015
35 H 8.9148 -1.5522 -12.3044
36 H 6.2950 -2.1233 -13.2640
37 C 10.7014 7.2713 -19.6818
38 O 9.4460 6.6441 -19.4168
39 H 10.5907 8.1380 -20.3335
40 H 11.1876 7.6188 -18.7702
41 H 11.3679 6.6300 -20.2586
42 H 9.5670 6.0357 -18.6842
43 C 6.9369 4.0187 -6.4803
44 O 7.6740 3.8144 -7.6841
45 H 5.9303 3.6146 -6.5878
46 H 7.4032 3.6372 -5.5719
47 H 6.8077 5.0839 -6.2887
48 H 7.3744 2.9859 -8.0654
49 C 7.0080 -0.8396 -8.2167
50 O 6.8205 0.2198 -9.1606
51 H 6.0843 -1.4142 -8.1468
52 H 7.8279 -1.4758 -8.5499
53 H 7.3528 -0.3869 -7.2870
54 H 6.5248 -0.1461 -9.9974
55 C 3.9907 4.8716 -18.7360
56 O 3.6477 3.9334 -19.7034
57 H 4.3097 5.8211 -19.1658
58 H 3.0997 5.0491 -18.1337
59 H 4.8288 4.6178 -18.0870
60 H 3.2360 4.3827 -20.4451



Entry 2:
Below is an isolated molecule of C7H6N2S at a distorted geometry, with properties calculated with ωB97M-V/def2-TZVPD.

- HOMO energy (spin up / spin down): -0.29358 / -0.33383 Ha
- E_LUMO (spin up / spin down): -1.273 / -1.302 eV
- ΔE to the lowest compared entry with this formula, charge and spin: 83.4 kcal/mol

Geometry (Å):
1 C -0.4250 -1.5432 -3.3084
2 C 1.5188 0.3552 2.2810
3 C 1.0180 0.2272 1.0072
4 C 0.5983 0.9937 3.1355
5 C -0.3348 0.5294 0.9142
6 C -0.6954 -0.0376 -1.3492
7 C -1.2754 -0.9114 -2.4837
8 N 0.0929 -2.2129 -4.0748
9 N -1.2706 0.3855 -0.0098
10 S -0.9410 1.2129 2.3998
11 H 2.5841 0.4111 2.5578
12 H 1.4164 -0.3154 0.1820
13 H 0.4846 1.1381 4.2230
14 H 0.4012 -0.2471 -1.2229
15 H -0.8868 0.9336 -1.6626
16 H -2.2854 -0.9190 -2.5890



Entry 3:
Below is a cluster of 8 separate species, C43H92F12N4O12 in total at a distorted geometry, with properties calculated with ωB97M-V/def2-TZVPD.

- HOMO energy: -0.19383 Ha
- E_LUMO: -0.444 eV

Geometry (Å):
1 C 1.3242 -2.0259 1.2410
2 C 0.8468 -0.6437 1.0655
3 O 1.0685 0.2452 1.7851
4 N 0.2266 -0.3774 -0.2363
5 H 0.9546 -0.0152 -0.8867
6 H -0.2003 -1.2405 -0.6498
7 C -0.9867 0.4789 -0.0757
8 H 2.0697 -2.2161 2.0032
9 H 1.6664 -2.4900 0.3121
10 H 0.4643 -2.6564 1.5151
11 H -1.4238 0.8003 -1.0179
12 H -0.7198 1.3950 0.4425
13 H -1.7941 0.0491 0.5078
14 C 1.1709 4.0823 0.7904
15 C 2.0338 4.2074 -0.4418
16 N 1.4769 5.1613 -1.4854
17 C 1.4080 6.5508 -0.9825
18 C 2.3943 5.0437 -2.6689
19 C 3.7478 5.6490 -2.4816
20 C 0.1144 4.6232 -1.8444
21 C -0.5072 5.1737 -3.0849
22 O -0.2851 6.5630 -3.2463
23 C -1.1948 7.1943 -4.0766
24 H 1.6690 3.3180 1.3955
25 H 0.1704 3.6895 0.6190
26 H 1.1414 4.9649 1.4278
27 H 2.1780 3.2380 -0.9213
28 H 3.0110 4.6145 -0.1990
29 H 1.2521 7.2369 -1.8040
30 H 2.3460 6.6942 -0.4529
31 H 0.5874 6.6415 -0.2775
32 H 1.8401 5.3710 -3.5480
33 H 2.4173 3.9657 -2.8753
34 H 4.2906 5.4524 -1.5688
35 H 3.5687 6.7335 -2.3543
36 H 4.3374 5.6970 -3.3911
37 H -0.5007 4.9110 -0.9935
38 H 0.2075 3.5420 -1.7959
39 H -1.5940 5.0526 -3.0973
40 H -0.0957 4.6568 -3.9681
41 H -0.9407 8.2288 -4.3230
42 H -2.1690 7.2591 -3.5724
43 H -1.3504 6.7833 -5.0864
44 C -1.3629 2.9199 -5.4443
45 C -1.2734 1.7810 -4.4342
46 N -0.7370 0.4625 -4.9804
47 C -0.7396 -0.4523 -3.8015
48 C -1.5264 0.0074 -6.1611
49 C -3.0121 -0.0382 -5.8717
50 C 0.6925 0.7457 -5.4009
51 C 1.5362 -0.4911 -5.2746
52 O 1.0043 -1.5376 -6.0857
53 C 1.0980 -1.4597 -7.4763
54 H -0.3814 3.0728 -5.8932
55 H -1.7902 3.7861 -4.9602
56 H -1.9489 2.5496 -6.2903
57 H -2.1932 1.4949 -3.9413
58 H -0.5617 2.1362 -3.6900
59 H -1.7441 -0.4887 -3.3819
60 H 0.0023 -0.2081 -3.0503
61 H -0.6161 -1.4741 -4.1665
62 H -1.1677 -1.0174 -6.2351
63 H -1.3728 0.6067 -7.0492
64 H -3.5212 -0.5960 -6.6581
65 H -3.4872 0.9397 -5.7911
66 H -3.2646 -0.5765 -4.9553
67 H 1.1433 1.6031 -4.9125
68 H 0.6189 0.9595 -6.4666
69 H 1.6744 -0.8646 -4.2677
70 H 2.5200 -0.3706 -5.7402
71 H 0.6044 -2.3403 -7.8965
72 H 2.1346 -1.5495 -7.8316
73 H 0.5813 -0.5998 -7.9239
74 C 2.7113 -5.0355 7.6290
75 C 1.2560 -4.7994 7.3134
76 N 0.6612 -5.7194 6.2282
77 C 0.4909 -7.0227 6.9288
78 C -0.6259 -5.0905 5.7908
79 C -1.6178 -4.9192 6.9422
80 C 1.5428 -5.9781 5.0589
81 C 1.6500 -4.8408 4.0628
82 O 1.8539 -3.6462 4.7821
83 C 3.1515 -3.1214 4.6784
84 H 2.7892 -5.9003 8.2921
85 H 3.0467 -4.1541 8.1851
86 H 3.5064 -5.1037 6.8883
87 H 1.1371 -3.8220 6.8576
88 H 0.6704 -4.8983 8.2153
89 H 1.4953 -7.4500 6.9546
90 H -0.2337 -7.6962 6.4874
91 H 0.3208 -6.9160 7.9976
92 H -1.0763 -5.6824 4.9963
93 H -0.3962 -4.0837 5.4496
94 H -2.6084 -4.7307 6.5388
95 H -1.3422 -4.0176 7.4858
96 H -1.6446 -5.7593 7.6337
97 H 1.1477 -6.8344 4.5040
98 H 2.5322 -6.2606 5.4061
99 H 0.7742 -4.7225 3.4224
100 H 2.4951 -4.9884 3.3857
101 H 3.3166 -2.7360 3.6745
102 H 3.9734 -3.8047 4.9406
103 H 3.2523 -2.3376 5.4257
104 C -3.6314 3.0617 -0.9614
105 O -4.1197 1.7178 -0.6679
106 O -2.3761 3.2326 -0.9098
107 C -4.3599 3.5431 -2.2408
108 F -3.9076 2.9189 -3.3560
109 F -5.6895 3.3015 -2.1396
110 F -4.2694 4.8843 -2.3434
111 C -4.1765 0.6390 -1.5574
112 C -5.3445 -0.2469 -1.1326
113 H -5.4868 -0.2168 -0.0618
114 H -6.2287 0.1449 -1.6503
115 H -5.2295 -1.2122 -1.6344
116 H -3.2583 0.0148 -1.5262
117 H -4.1737 0.8936 -2.6278
118 H -4.2049 3.5540 -0.1530
119 C 3.4192 0.1133 -1.9383
120 O 3.8287 0.2682 -0.5494
121 O 2.2040 0.5829 -2.1315
122 C 4.5552 0.2858 -2.9500
123 F 5.0335 1.5751 -3.0719
124 F 5.6414 -0.4257 -2.5459
125 F 4.2276 -0.1343 -4.1618
126 C 4.9614 0.9969 -0.1270
127 C 4.9029 1.1105 1.3715
128 H 5.5867 1.8513 1.7915
129 H 3.8618 1.2170 1.6679
130 H 5.3068 0.2061 1.8381
131 H 5.0049 1.9542 -0.6399
132 H 5.8700 0.4908 -0.4751
133 H 3.3844 -1.0029 -1.9422
134 C -2.1579 -2.6294 -1.5445
135 O -2.3897 -2.4346 -0.1133
136 O -0.8491 -2.6725 -1.6838
137 C -2.8192 -3.8655 -2.2359
138 F -2.0798 -4.9759 -2.2053
139 F -4.0345 -4.2147 -1.7387
140 F -2.9853 -3.5322 -3.5410
141 C -3.6404 -2.7238 0.4522
142 C -3.7142 -2.0578 1.8141
143 H -3.7943 -0.9694 1.7576
144 H -4.5451 -2.4438 2.4055
145 H -2.7916 -2.2392 2.3753
146 H -3.8465 -3.7901 0.6027
147 H -4.5212 -2.3828 -0.1046
148 H -2.6117 -1.7485 -2.0599
149 C -0.1158 1.2113 5.1597
150 O -1.0138 0.1357 5.6142
151 O -0.4200 2.2744 5.7719
152 C 1.3614 0.7724 5.1965
153 F 1.5459 -0.4845 4.7188
154 F 2.1891 1.6180 4.5158
155 F 1.9456 0.7758 6.4491
156 C -1.2352 -0.9303 4.7358
157 C -2.3123 -1.7801 5.3983
158 H -2.6898 -2.6301 4.8237
159 H -1.9183 -2.1959 6.3318
160 H -3.1034 -1.0900 5.6956
161 H -0.3269 -1.5419 4.6381
162 H -1.5573 -0.6343 3.7278
163 H -0.2625 1.3286 4.0471



Entry 4:
Below is a cluster of 6 separate species, C6H24N2O5 in total at a distorted geometry, with properties calculated with ωB97M-V/def2-TZVPD.

- HOMO energy: -0.32974 Ha
- E_LUMO: 0.456 eV
- ΔE to the lowest compared entry with this formula, charge and spin: 39.5 kcal/mol
- SMILES string: CNC[C@H]1CCCN1.O.O.O.O.O

Geometry (Å):
1 C -1.0880 -0.2092 -3.2501
2 N -0.3899 0.5524 -2.1973
3 C -1.1353 0.6404 -0.9262
4 C -0.6023 -0.2941 0.2592
5 C -0.0216 0.4712 1.4118
6 C -0.4134 -0.3642 2.6323
7 C -1.3377 -1.5038 2.1203
8 N -1.7062 -1.0702 0.7439
9 H -0.4186 -0.1851 -4.1062
10 H -2.1474 0.0207 -3.3604
11 H -0.9743 -1.2233 -2.8742
12 H -0.1649 1.4806 -2.5218
13 H -0.9237 1.6424 -0.5732
14 H -2.1224 0.2347 -1.1160
15 H 0.1594 -0.9324 -0.2182
16 H 1.0584 0.4191 1.2501
17 H -0.2773 1.5076 1.5305
18 H 0.3814 -0.7942 3.2331
19 H -0.9311 0.2186 3.3922
20 H -0.9143 -2.5121 2.1236
21 H -2.1884 -1.5426 2.8042
22 H -1.9280 -1.8982 0.2112
23 O 1.3536 3.1203 1.3236
24 H 0.9951 3.7924 0.7313
25 H 2.0014 2.6315 0.8094
26 O 1.4030 -2.0282 -2.4846
27 H 0.6450 -1.4667 -2.2856
28 H 1.7854 -2.4100 -1.7128
29 O 2.8027 -2.2583 0.2650
30 H 3.1597 -1.6480 -0.3898
31 H 2.9206 -1.8202 1.1151
32 O -2.0172 2.8665 1.8493
33 H -1.1542 2.9216 2.2500
34 H -2.3186 1.9746 1.6544
35 O 2.4695 0.1399 -1.1658
36 H 2.3842 -0.4922 -1.8668
37 H 1.6555 0.0183 -0.6617



Entry 5:
Below is a structure of composition C20H21N5O3S2 at a distorted geometry, with properties calculated with ωB97M-V/def2-TZVPD.

- HOMO energy: -0.25245 Ha
- E_LUMO: -0.319 eV
- ΔE to the lowest compared entry with this formula, charge and spin: 527.3 kcal/mol

Geometry (Å):
1 C 3.5687 6.1083 1.5024
2 H 4.1763 6.1747 0.6615
3 O 2.6297 4.9897 0.9868
4 C 1.6158 4.8233 2.0562
5 C 0.6169 3.7706 1.6133
6 H 0.0067 3.5814 2.3020
7 H 0.5548 3.9959 0.7354
8 C 1.5795 2.4906 1.3453
9 N 0.9114 1.4946 0.6224
10 C 0.8763 1.1080 -0.6290
11 N 0.2323 0.1464 -1.0430
12 N -0.4105 -0.1405 0.1667
13 C -0.0945 0.5570 1.3271
14 S -0.2147 0.3892 2.8543
15 C -1.6740 -0.7731 2.8425
16 C -2.6122 -0.3143 2.1521
17 O -3.3999 0.6350 2.5001
18 N -2.9954 -1.0403 1.0212
19 C -2.4572 -2.1842 0.2205
20 N -1.5700 -3.0142 0.9615
21 C -1.2553 -3.8327 0.0434
22 C -0.1675 -4.9587 0.4070
23 C 0.1199 -5.8842 -0.6592
24 C -0.1877 -5.6866 -1.8656
25 C -1.3020 -4.5221 -2.5207
26 C -1.6322 -3.8064 -1.2979
27 S -2.7005 -2.3102 -1.2300
28 H -1.4672 -4.4958 -3.4436
29 H 0.0653 -6.3249 -2.5755
30 H 0.6833 -6.7418 -0.2713
31 H -0.0772 -5.1250 1.3161
32 H -3.8345 -0.4970 0.3160
33 H -1.1392 -1.8057 2.4580
34 H -1.9402 -0.9053 4.0300
35 C 1.6519 1.8354 -1.6375
36 C 1.9604 1.2066 -3.1329
37 O 2.4448 2.1952 -3.7840
38 C 3.0746 3.1024 -2.8218
39 C 2.3596 3.0721 -1.7189
40 H 2.5562 3.8310 -0.9573
41 H 3.4866 3.8792 -3.2289
42 C 1.6973 0.0291 -3.5322
43 H 2.3107 -0.4183 -3.9798
44 H 0.6664 0.2677 -4.2276
45 H 0.9703 -0.4880 -2.9043
46 H 2.4943 2.5057 0.9502
47 H 1.8175 1.9509 2.5261
48 H 0.9559 5.6341 2.3339
49 H 2.0805 4.5991 2.8785
50 H 3.0861 7.2091 1.5680
51 H 4.0190 5.9558 2.3393



Entry 6:
Below is the ion C2H2N3S2 with charge -1 at a distorted geometry, with properties calculated with ωB97M-V/def2-TZVPD.

- HOMO energy (spin up / spin down): -0.13027 / -0.12196 Ha
- E_LUMO (spin up / spin down): 2.107 / 1.598 eV
- Net charge: -1
- ΔE to the lowest compared entry with this formula, charge and spin: 65.9 kcal/mol
- SMILES string: [H]/N=C([S-])/N=C\N=S

Geometry (Å):
1 H -0.9184 -2.2829 -0.1256
2 N -0.5434 -1.4043 0.2079
3 C -1.2371 -0.3396 0.0203
4 S -2.9440 -0.0658 -0.0540
5 N -0.6697 0.8798 -0.0472
6 C 0.6454 1.0206 0.0163
7 N 1.5441 0.0950 -0.0179
8 S 3.0789 -0.0635 -0.0251
9 H 1.0442 2.1606 0.0254